96
Properties=species:S:1:pos:R:3 method="wB97M-V/def2-TZVPD" orbital_gap_ev=10.570 e_lumo_ev=-0.11 total_charge=0
Cl 0.969 1.453 -0.865
Cl -1.445 -1.437 -0.596
O 2.953 5.331 -2.419
O 5.970 -0.965 -3.010
O 3.047 -0.589 -2.429
O -0.297 5.791 2.695
O -6.469 1.350 2.997
O -8.728 -4.384 4.369
O -2.423 -7.425 -0.883
O 3.282 -0.708 1.503
O 0.200 7.798 0.296
O -7.447 -2.752 2.402
O 4.773 1.605 -1.057
O 0.684 -6.940 -0.037
O 3.215 1.352 -5.038
O 3.722 -3.425 -1.130
O 4.391 0.107 -7.714
O -4.788 -1.516 1.898
O 1.129 3.697 -4.455
O 3.351 -6.089 -0.656
O -3.371 -4.519 -0.790
O 4.070 -8.253 -2.268
O -5.543 -1.155 4.846
O -1.186 -0.087 4.622
N -1.434 3.772 -2.472
N 0.586 2.066 3.119
C -1.964 0.442 1.481
C 0.197 3.059 -0.350
C -1.950 1.718 0.533
C -1.530 4.175 1.268
C 2.811 3.740 -0.210
C 0.097 2.366 2.090
C 3.355 2.872 1.031
C 1.290 4.185 -0.020
C -1.005 4.769 2.659
C -0.939 -0.702 1.019
C -0.619 3.555 -1.637
C -0.808 2.773 0.880
H 1.314 4.459 -5.019
H -1.333 4.988 0.503
H -6.929 0.641 3.464
H -5.242 -2.234 2.362
H -1.758 1.338 -0.528
H 6.170 -0.206 -3.571
H 1.124 5.077 -0.713
H -1.875 0.677 2.594
H 2.326 -0.130 -1.976
H -5.057 -0.368 5.122
H -1.028 -1.560 1.761
H -1.264 4.315 3.670
H 5.394 1.216 -0.429
H 4.499 0.883 -8.275
H -8.042 -4.579 5.020
H 3.524 5.758 -3.069
H 2.933 -6.846 -1.089
H 3.556 -8.876 -2.797
H 5.079 -0.785 -2.681
H -2.649 4.075 1.374
H 3.953 -6.491 -0.018
H -4.031 -4.552 -1.494
H -2.835 -3.746 -1.006
H -0.263 -7.139 -0.055
H 4.666 -7.840 -2.905
H -3.003 -0.040 1.355
H 1.201 4.611 1.036
H -0.525 8.257 0.736
H 2.497 1.806 -4.576
H 4.362 0.839 -1.483
H 4.478 2.961 1.132
H 2.562 -0.254 1.958
H -2.679 -7.583 -1.799
H 0.245 3.870 -4.110
H 4.438 -3.879 -1.590
H 2.912 3.362 1.959
H 3.070 -1.467 -2.019
H -5.741 0.900 2.549
H 3.232 -4.141 -0.697
H 0.218 6.930 0.719
H 3.055 1.779 0.954
H -7.340 -2.736 3.361
H 3.239 0.479 -4.625
H 0.722 -5.978 0.016
H 0.134 -0.359 1.021
H 3.306 -1.581 1.914
H 2.443 4.693 -2.929
H -2.812 -6.563 -0.675
H -8.250 -3.268 2.268
H -0.531 0.298 4.025
H -4.060 -1.958 1.441
H 3.426 4.699 -0.181
H -5.397 -1.193 3.892
H 4.531 0.444 -6.820
H -0.658 -0.578 5.263
H -9.498 -4.871 4.687
H -2.998 2.145 0.505
H 3.043 3.268 -1.207

27
Properties=species:S:1:pos:R:3 method="wB97M-V/def2-TZVPD" orbital_gap_ev="4.987 / 5.078" e_lumo_ev="-10.29 / -10.22" total_charge=+2
Mo -0.342 1.492 0.534
Br 2.723 -0.285 3.977
Br 3.780 1.932 -2.161
Br -0.614 3.684 1.262
Br 5.840 0.105 2.854
Br 6.368 1.204 -0.183
O 1.200 1.326 -0.625
O 0.788 0.485 1.725
N -1.293 -0.143 -0.304
C 4.410 0.520 1.778
C -3.919 -0.451 -0.806
C -1.660 -1.294 -0.866
C 2.297 1.147 0.084
C 2.066 0.665 1.426
C -3.013 -1.483 -1.137
C 3.116 0.345 2.274
C 3.585 1.316 -0.420
C -3.511 0.735 -0.223
C -3.481 -2.756 -1.764
C -2.145 0.821 0.000
C 4.644 1.007 0.428
H -4.557 -2.758 -1.912
H -2.997 -2.903 -2.731
H -4.970 -0.601 -1.020
H -0.901 -2.032 -1.087
H -4.198 1.528 0.032
H -3.215 -3.609 -1.136

126
Properties=species:S:1:pos:R:3 method="wB97M-V/def2-TZVPD" orbital_gap_ev=7.134 e_lumo_ev=-4.39 total_charge=+1
Cl 5.652 -2.028 0.159
S -0.582 -2.887 -0.031
P 3.291 1.243 -3.592
P 0.578 -3.315 -1.555
O 2.321 4.318 -1.256
O -2.023 -4.614 7.068
O -1.401 -3.054 4.680
O -7.310 -1.869 -2.793
O 2.203 1.783 0.995
O -0.597 -2.647 9.083
O -5.625 -6.181 6.956
O 0.764 8.664 -5.233
O -7.311 -5.567 4.253
O -4.152 2.143 3.673
O -4.793 -2.707 -0.044
O 1.044 -0.725 -3.234
O -0.726 2.088 1.031
O -5.025 -0.166 -1.867
O 0.939 3.295 -6.016
O -5.715 -1.758 2.367
O 4.052 -6.257 3.368
O -3.918 -6.095 4.831
O -0.365 0.986 -4.612
O -2.562 0.174 -0.733
O -2.182 -0.206 3.624
O 2.352 -2.636 7.728
O 6.639 -0.432 -2.158
O 1.052 7.984 -1.778
O 4.346 3.951 -4.623
O 8.469 1.056 -5.725
O -0.611 10.710 -2.933
O -3.965 2.800 6.763
O 0.196 5.402 -2.964
O 2.336 5.952 -5.870
O -3.087 -3.932 2.527
O -0.265 -6.359 2.264
N 3.219 -0.217 -2.485
N 2.554 1.028 -4.933
C 2.907 -4.451 0.974
C 2.031 -2.166 -1.622
C -0.657 1.075 -3.218
C 7.059 0.011 -3.457
C 4.267 -1.627 -0.840
C 3.137 -2.485 -0.779
C 2.107 -0.999 -2.455
C 3.118 -3.634 0.110
C 4.298 -0.500 -1.673
C -0.028 2.332 -2.545
C 5.595 0.348 -1.618
C -0.105 -0.204 -2.471
H 1.609 -2.799 8.326
H -0.315 9.910 -2.481
H -0.951 0.292 -4.945
H 7.756 -0.760 -3.834
H -4.609 -2.736 0.908
H 2.504 -1.689 7.800
H 0.552 8.586 -4.296
H 0.601 -6.265 1.858
H -3.653 1.327 3.542
H 6.226 0.103 -4.182
H -2.562 -0.513 2.793
H 1.552 4.849 -1.519
H -1.228 1.443 0.514
H -3.924 -2.611 -0.450
H -1.756 1.079 -3.084
H -2.357 -3.986 1.897
H -5.134 -7.000 6.814
H -0.078 -6.392 3.209
H 1.238 7.849 -5.441
H 9.387 0.781 -5.827
H 3.051 5.933 -6.519
H 2.671 -5.186 1.739
H -3.566 -5.384 4.287
H 0.226 3.116 -3.274
H -7.060 -5.408 5.171
H 5.820 0.484 -0.538
H -6.485 -1.227 2.140
H 0.928 2.010 -2.078
H 8.172 1.215 -6.627
H -8.264 -5.430 4.242
H 0.588 6.093 -3.510
H -5.860 -6.208 7.890
H -0.105 -3.185 -2.784
H -0.532 5.848 -2.516
H 0.176 -0.022 -1.421
H -2.971 -0.117 -1.557
H 0.093 2.865 -6.199
H 1.215 8.000 -0.828
H -3.089 2.906 6.375
H -5.305 -1.275 3.094
H 4.748 4.445 -3.899
H -8.260 -1.713 -2.816
H -2.521 -5.263 6.549
H 4.917 -6.156 2.954
H -0.707 2.670 -1.744
H -7.074 -1.729 -1.871
H -5.395 -0.507 -1.043
H 1.010 -4.652 -1.351
H -1.262 2.887 0.988
H 1.807 5.167 -6.076
H 4.246 -6.271 4.312
H -2.569 -3.820 7.035
H -3.803 2.792 7.712
H 2.758 2.319 -2.825
H 2.717 4.815 -0.533
H -1.136 -1.850 9.057
H -1.791 -3.349 3.847
H -4.414 2.110 4.601
H -1.089 -3.868 5.093
H 4.655 1.453 -3.905
H 2.503 1.170 0.318
H 1.932 8.048 -2.167
H -1.861 -1.015 4.045
H -0.892 -0.986 -2.540
H -5.041 -0.925 -2.463
H 3.580 4.488 -4.873
H 1.238 3.598 -6.881
H 5.501 1.359 -2.047
H -3.609 -4.725 2.344
H -4.653 -5.686 5.312
H 7.661 0.942 -3.406
H 1.815 1.729 -5.026
H 1.266 1.934 0.778
H -2.255 -0.632 -0.322
H -1.002 10.388 -3.753
H -1.100 -3.290 8.567

34
Properties=species:S:1:pos:R:3 method="wB97M-V/def2-TZVPD" orbital_gap_ev=4.693 e_lumo_ev=0.62 total_charge=-1
Sb -3.158 1.359 -2.217
Se -3.654 3.611 -2.865
Se -0.440 1.389 -2.565
Se -3.599 -0.478 -3.693
Se -2.844 0.846 0.138
Sc 1.680 0.824 -1.890
Cl 3.918 1.675 -1.880
Cl 2.359 -0.312 -4.205
Cl 4.011 1.804 -6.042
Si 2.498 1.896 -4.580
O -0.839 -3.696 3.222
O -2.013 -2.205 4.225
N -1.259 -2.562 3.350
N 1.062 -1.054 -0.777
N 1.039 1.472 0.192
C -0.747 -1.524 2.409
C -0.329 0.822 2.047
C 0.407 0.522 0.904
C -0.905 -0.248 2.805
C 1.062 -2.263 -1.299
C 0.471 -3.351 -0.657
C 0.168 3.128 1.680
C 0.909 2.735 0.567
C -0.450 2.162 2.433
C 0.458 -0.842 0.422
C -0.106 -3.169 0.571
C -0.105 -1.888 1.162
H 0.458 -4.317 -1.142
H -1.434 -0.035 3.723
H 0.066 4.177 1.910
H -0.569 -3.995 1.079
H 1.415 3.472 -0.045
H 1.523 -2.375 -2.273
H -1.053 2.421 3.294

26
Properties=species:S:1:pos:R:3 method="wB97M-V/def2-TZVPD" orbital_gap_ev=7.651 e_lumo_ev=-0.97 total_charge=0
Cl -0.992 -2.767 -3.830
Cl -3.920 1.534 -2.435
Cl -3.635 -1.017 -4.233
Cl -0.254 -3.285 -0.701
O -2.113 -1.301 0.792
O -2.040 1.492 -0.198
N -0.115 -0.160 0.435
C 3.437 1.361 2.371
C -1.106 -1.891 -1.308
C 1.954 1.070 0.280
C -1.493 -0.845 -0.222
C 2.222 0.883 1.644
C 1.251 0.234 2.407
C -2.632 -0.784 -2.888
C -1.611 -1.785 -2.575
C -2.831 0.299 -2.054
C -2.056 0.451 -0.839
C 0.762 0.575 -0.273
C 0.101 -0.238 1.779
H 3.998 0.524 2.843
H 0.487 0.741 -1.317
H 4.108 1.866 1.664
H 3.143 2.083 3.163
H 2.665 1.604 -0.361
H 1.345 0.084 3.487
H -0.677 -0.728 2.369

32
Properties=species:S:1:pos:R:3 method="wB97M-V/def2-TZVPD" orbital_gap_ev="6.984 / 6.990" multiplicity=2 e_lumo_ev="1.68 / 1.77" s2=0.8143 total_charge=-1
Ru 0.189 -0.607 0.273
S 2.444 -0.742 2.461
S -0.725 -2.359 -1.379
O -1.465 -1.453 4.194
O 2.877 0.183 3.525
O -0.659 -1.730 2.140
O -0.505 1.279 -0.999
O 1.926 -1.205 -1.243
O -1.419 3.314 -0.906
O -2.138 3.662 4.234
N 1.866 -0.062 1.236
N 1.615 -1.627 -2.420
N -1.162 0.769 1.487
C -1.713 1.391 3.707
C -1.303 2.024 1.086
C 2.275 -1.920 -4.685
C -1.054 2.253 -0.421
C 2.507 -1.464 -3.414
C -1.152 -1.049 3.086
C 0.416 -2.249 -2.650
C 1.082 -2.595 -4.947
C -1.842 2.721 3.305
C 0.171 -2.757 -3.930
C -1.653 3.038 1.962
C -1.360 0.445 2.761
H 3.003 -1.759 -5.463
H -1.761 4.049 1.594
H -1.869 1.097 4.732
H 0.872 -2.964 -5.938
H 3.411 -0.957 -3.112
H -2.109 4.539 3.827
H -0.765 -3.266 -4.101

27
Properties=species:S:1:pos:R:3 method="wB97M-V/def2-TZVPD" orbital_gap_ev=4.344 e_lumo_ev=-15.79 total_charge=+3
Al 0.181 -0.428 -0.672
O 3.248 -1.390 -0.899
O -0.072 -2.139 -3.472
O -1.350 -3.380 -0.882
O -2.008 1.405 -2.115
N -0.228 -0.038 1.286
N -4.296 0.845 3.843
C -0.806 0.350 4.030
C 0.716 -0.215 2.247
C 2.156 -1.039 -0.764
C -1.273 0.755 -1.511
C -0.735 -2.369 -1.047
C -0.093 -1.668 -2.374
C -3.196 0.607 3.514
C -1.824 0.374 3.082
C 1.669 0.789 -4.017
C 1.924 1.784 -3.172
C -1.513 0.225 1.713
C 0.494 0.061 3.573
H -2.320 0.309 0.977
H 2.862 1.832 -2.608
H 0.791 0.798 -4.671
H 1.356 -0.016 4.230
H 1.260 2.652 -3.099
H 2.378 -0.028 -4.183
H -0.990 0.530 5.091
H 1.667 -0.607 1.899

35
Properties=species:S:1:pos:R:3 method="wB97M-V/def2-TZVPD" orbital_gap_ev=7.057 e_lumo_ev=-1.59 total_charge=0
Rh 0.319 -1.532 -0.673
Cl 3.371 -4.544 -2.772
Cl 3.463 -5.067 0.083
Cl 4.988 -2.885 -1.041
S -0.480 -1.522 -2.827
S -3.461 -1.846 0.342
S -3.917 -4.738 0.667
S -1.954 -3.684 -1.311
S -2.951 0.527 -1.088
O 1.126 -3.429 -1.027
O 0.516 -1.489 1.391
O 2.401 -1.682 -0.747
O 0.143 0.403 -0.310
N 0.522 -0.301 1.848
N 0.341 0.620 1.003
C 0.316 4.309 0.871
C 0.319 2.981 0.468
C 2.271 -2.912 -0.964
C -1.590 -1.945 -1.552
C -1.846 1.315 -2.267
C 0.336 4.634 2.218
C 3.500 -3.813 -1.165
C 0.341 1.989 1.433
C 0.364 3.623 3.170
C -3.102 -3.529 -0.042
C -2.480 -1.107 -0.879
C 0.367 2.293 2.788
H -0.821 1.246 -1.921
H 0.383 3.870 4.223
H 0.333 5.670 2.527
H 0.330 2.715 -0.577
H -1.952 0.888 -3.259
H 0.388 1.502 3.522
H 0.304 5.090 0.123
H -2.188 2.350 -2.257

40
Properties=species:S:1:pos:R:3 method="wB97M-V/def2-TZVPD" orbital_gap_ev=10.873 e_lumo_ev=0.43 total_charge=0
F 1.091 0.758 2.765
F -3.874 1.605 0.682
F 0.142 1.356 -1.167
F -2.296 2.337 -1.569
F -0.029 3.416 -0.887
F -0.283 2.755 2.011
F -3.833 0.113 -1.274
F -3.155 -3.359 1.588
F -1.810 -3.030 0.016
F 1.473 2.988 0.900
F -1.643 -1.938 1.859
F -2.146 0.807 1.625
F -4.265 -2.058 -0.382
F -2.283 3.397 0.239
F 0.206 -0.225 1.025
F -1.843 -0.553 -1.082
F -4.234 -1.014 1.464
O 3.817 -0.640 -1.406
O 4.037 0.355 -3.358
N 1.498 -1.341 -1.381
C 3.684 -0.580 -2.750
C -2.448 -2.424 0.968
C -2.895 -0.187 -0.373
C 2.758 -0.912 0.712
C -2.655 1.123 0.433
C -1.902 2.255 -0.310
C 2.397 0.592 0.844
C 0.401 2.194 1.036
C 0.988 0.806 1.431
C -3.477 -1.385 0.451
C 2.796 -1.389 -0.730
C -0.349 2.240 -0.333
H 1.458 -2.055 -2.101
H 3.088 1.036 1.556
H 0.763 -1.614 -0.736
H 2.167 -1.579 1.339
H 3.129 -2.439 -0.715
H 3.253 -1.431 -3.302
H 3.789 -1.007 1.059
H 2.485 1.025 -0.148

28
Properties=species:S:1:pos:R:3 method="wB97M-V/def2-TZVPD" orbital_gap_ev="5.797 / 5.712" multiplicity=5 e_lumo_ev="-11.84 / -14.98" s2=6.0374 total_charge=+3
Ir 3.151 0.374 -2.192
Se 1.025 1.894 -1.904
O 4.139 1.148 0.585
O 1.429 -4.213 1.404
O 5.653 -1.432 -2.566
O 1.542 -1.508 -3.976
N 0.284 1.378 0.842
N -0.898 0.249 -0.580
C -0.803 0.897 1.559
C -2.850 -0.281 0.933
C 0.178 1.070 -0.485
C 2.046 -0.759 -3.241
C -1.320 1.312 2.782
C -2.619 0.876 3.093
C 4.758 -0.691 -2.492
C -1.380 -0.346 -1.810
C 3.639 0.885 -0.428
C 2.005 -3.577 0.650
C -1.549 0.148 0.659
C -3.372 0.086 2.188
H -4.382 -0.236 2.475
H 0.997 1.991 1.206
H -3.069 1.154 4.053
H -3.398 -0.869 0.186
H -0.776 -1.225 -2.076
H -1.306 0.382 -2.626
H -0.701 1.940 3.427
H -2.423 -0.648 -1.666

27
Properties=species:S:1:pos:R:3 method="wB97M-V/def2-TZVPD" orbital_gap_ev=9.031 e_lumo_ev=-8.07 total_charge=+2
Sr 0.001 -0.537 -1.174
O -3.598 0.333 -1.423
O -0.008 3.416 -2.890
O -0.004 2.228 1.472
O 3.596 0.348 -1.423
N -0.001 0.372 5.930
N 0.004 -1.266 1.022
C -2.466 0.359 -1.461
C -0.005 2.370 -2.437
C 1.223 -0.234 2.734
C -1.188 -0.884 1.529
C -0.001 0.334 4.761
C 1.193 -0.877 1.530
C -0.004 1.718 0.437
C 2.464 0.369 -1.461
C 0.003 -1.587 -3.430
C 0.000 -0.330 -3.939
C -1.221 -0.241 2.733
C 0.000 -0.002 3.375
H 0.918 0.237 -4.151
H -0.920 0.233 -4.151
H -2.176 -0.005 3.197
H 2.131 -1.165 0.970
H -2.124 -1.177 0.969
H -0.931 -2.011 -2.958
H 2.176 0.008 3.198
H 0.938 -2.008 -2.958